{
  "formula": "C11H24AgNO5S2",
  "method": "ωB97M-V with the def2-TZVPD basis set",
  "e_lumo_ev": -1.72,
  "homo_energy_ev": -9.67,
  "homo_lumo_gap_ev": 7.951,
  "species": ["C", "O", "C", "C", "C", "C", "C", "C", "C", "C", "C", "C", "S", "O", "O", "N", "S", "O", "O", "H", "H", "H", "H", "H", "H", "H", "H", "H", "H", "H", "H", "H", "H", "H", "H", "H", "H", "H", "H", "H", "H", "H", "H", "Ag"],
  "positions_angstrom": [[4.773852, -1.259660, 1.276209], [4.723490, -0.002947, 0.619873], [4.194018, -0.163726, -0.705369], [2.700471, 0.243820, -0.777804], [2.458193, 1.749708, -1.102221], [0.986948, 2.111609, -1.483498], [-0.106217, 1.283034, -0.744586], [-1.313437, 2.196678, -0.265434], [-1.261223, 2.417691, 1.277997], [-2.190413, 1.505734, 2.155119], [-2.947236, 0.372803, 1.413332], [-2.052175, -0.832631, 0.983985], [-2.792670, -1.513827, -0.556270], [-4.172637, -2.046202, -0.177814], [-3.039209, -0.413939, -1.584845], [-1.807260, -2.664223, -1.306766], [-2.268887, -4.219945, -0.783469], [-1.764503, -4.368919, 0.612335], [-1.694893, -5.244713, -1.689908], [4.867905, -1.091464, 2.367640], [3.837178, -1.837323, 1.136721], [5.659037, -1.851971, 0.974983], [4.840697, 0.309731, -1.463244], [4.231665, -1.257029, -0.909791], [2.118176, -0.395957, -1.470266], [2.277931, 0.061061, 0.232105], [2.746421, 2.327041, -0.196261], [3.174038, 2.083370, -1.882912], [0.884128, 3.206149, -1.332109], [0.888674, 1.969724, -2.581120], [0.307005, 0.833021, 0.177638], [-0.495506, 0.511352, -1.430677], [-1.117211, 3.186871, -0.729368], [-2.283215, 1.865743, -0.665801], [-0.217996, 2.301971, 1.636570], [-1.529413, 3.476261, 1.468757], [-2.950211, 2.150482, 2.640561], [-1.594683, 1.076973, 2.986464], [-3.695646, -0.032339, 2.124589], [-3.553581, 0.790379, 0.588642], [-2.166927, -1.637383, 1.734114], [-0.983727, -0.603235, 0.862878], [-3.640052, -4.379313, -0.832970], [-4.030899, -2.214462, -2.598009]],
  "forces_ev_per_a": [[0.0, 0.0, 1.0], [-0.1, -0.2, -0.5], [-0.6, -1.3, 0.0], [-0.1, 0.7, 0.2], [0.2, -0.1, 0.5], [0.8, -0.2, -0.4], [-0.8, 0.9, 0.1], [1.3, 0.4, -0.2], [-0.4, 0.1, -0.1], [0.1, 0.1, -0.1], [-0.4, 0.1, 0.7], [-0.9, 0.1, -0.1], [-1.1, 0.5, -0.5], [2.5, 0.3, -0.2], [1.4, -1.3, 1.9], [-3.0, 0.0, 0.9], [4.5, -2.2, 1.7], [-2.0, 0.6, -2.3], [-1.7, 2.4, 0.8], [0.0, 0.1, -0.6], [0.5, 0.2, -0.1], [-0.4, 0.1, -0.2], [-0.3, 0.2, 0.5], [0.1, 0.6, -0.2], [0.5, 0.2, 0.1], [0.3, -0.1, -0.5], [-0.2, -0.3, -0.4], [-0.5, -0.2, 0.2], [-0.2, -0.6, 0.1], [-0.1, 0.0, 0.6], [-0.1, 0.0, -0.7], [0.3, 0.1, 0.5], [-0.3, -0.5, 0.2], [0.4, 0.0, 0.4], [-0.5, 0.1, -0.4], [0.1, -0.6, 0.1], [0.3, -0.4, -0.3], [-0.3, 0.1, -0.4], [0.4, 0.2, -0.4], [0.6, -0.3, 0.2], [0.2, 0.1, -0.6], [-0.5, -0.1, -0.4], [0.6, 0.5, 0.1], [-0.6, -0.5, -1.4]]
}


{
  "formula": "C11H24BrF9N2O11S3",
  "method": "ωB97M-V with the def2-TZVPD basis set",
  "e_lumo_ev": 2.79,
  "homo_energy_ev": -3.84,
  "homo_lumo_gap_ev": 6.630,
  "total_charge": -2,
  "species": ["C", "C", "C", "O", "C", "N", "H", "H", "H", "H", "H", "H", "H", "H", "H", "H", "H", "H", "C", "C", "C", "O", "C", "N", "H", "H", "H", "H", "H", "H", "H", "H", "H", "H", "H", "H", "C", "F", "F", "F", "S", "O", "O", "O", "C", "F", "F", "F", "S", "O", "O", "O", "C", "F", "F", "F", "S", "O", "O", "O", "Br"],
  "positions_angstrom": [[-3.699070, -11.839150, 24.484100], [-4.895610, -11.421270, 23.562840], [-5.364520, -12.540770, 22.592510], [-6.410060, -12.173610, 21.621290], [-6.425500, -13.072820, 20.522080], [-6.037960, -10.886310, 24.530470], [-6.761660, -10.340450, 24.085050], [-6.477870, -11.663440, 25.002330], [-5.651450, -10.422260, 25.340020], [-2.863400, -12.166610, 23.865610], [-3.926400, -12.704430, 25.106770], [-3.354530, -11.117340, 25.224630], [-4.698450, -10.520270, 22.981950], [-5.606240, -13.495280, 23.060030], [-4.505150, -12.827890, 21.986600], [-6.586290, -14.027830, 21.022280], [-5.508890, -13.158040, 19.938400], [-7.280360, -12.843310, 19.885960], [-6.806100, -9.240580, 20.555290], [-6.307270, -9.678110, 19.193750], [-7.360500, -9.744180, 18.203750], [-6.800520, -10.414570, 17.044130], [-7.662240, -10.335080, 15.945230], [-5.108490, -8.813340, 18.668800], [-5.339000, -7.860220, 18.910700], [-4.273440, -9.138190, 19.134910], [-5.066570, -8.923170, 17.665670], [-7.497960, -10.002750, 20.913800], [-7.170530, -8.215350, 20.490520], [-5.951650, -9.184700, 21.229750], [-5.824210, -10.648600, 19.307340], [-7.719100, -8.749900, 17.937500], [-8.270260, -10.205250, 18.588260], [-8.540470, -10.970180, 16.061290], [-7.024040, -10.685260, 15.133940], [-7.932720, -9.320580, 15.652450], [-7.096170, -5.263070, 15.937410], [-6.682980, -4.362860, 14.988120], [-7.966850, -4.655640, 16.697150], [-7.640310, -6.317540, 15.310130], [-5.602240, -5.988840, 16.915750], [-5.314750, -7.241480, 16.241130], [-4.518260, -5.009380, 16.855590], [-6.106590, -6.246770, 18.275500], [-11.344370, -9.752860, 16.097760], [-11.040550, -11.070380, 16.100570], [-11.928100, -9.448280, 17.266460], [-10.245700, -9.063060, 15.971940], [-12.487320, -9.255630, 14.551280], [-11.833650, -9.734520, 13.335730], [-13.812690, -9.869650, 14.741380], [-12.621220, -7.806150, 14.578010], [-10.463120, -9.309020, 22.577580], [-11.640390, -8.735850, 22.840420], [-10.467770, -10.668230, 22.420710], [-10.030810, -8.777730, 21.411460], [-9.152350, -8.832270, 23.958600], [-9.286680, -7.363300, 24.162280], [-9.480440, -9.557300, 25.126690], [-7.835510, -9.156440, 23.403490], [-2.678140, -10.310450, 20.638070]],
  "forces_ev_per_a": [[-0.6, -0.6, -0.6], [-0.6, 0.5, 0.8], [-0.3, 0.3, -1.4], [1.4, 0.8, 1.5], [-0.4, -0.7, 1.1], [1.6, -2.4, 0.2], [-1.2, 1.3, -0.9], [-0.6, -0.6, -0.3], [0.4, 0.9, -0.3], [0.0, 0.4, -0.1], [-0.5, -0.3, -0.1], [-0.1, 0.6, -0.5], [0.5, -0.2, -0.2], [-0.6, 0.0, 0.7], [0.6, 0.5, 0.1], [-0.2, -0.7, -0.6], [0.2, 0.5, 0.1], [0.1, 0.2, 0.1], [1.1, 0.5, -0.4], [2.2, -0.3, 1.2], [-0.5, 0.0, -2.2], [-0.7, 0.8, 1.8], [0.8, -0.3, -1.2], [-2.3, -1.3, 1.1], [0.1, 1.0, -0.4], [0.8, -0.2, 0.4], [0.1, 0.3, -0.6], [-0.1, 0.5, 0.1], [-0.7, -0.2, 0.2], [0.0, -0.2, 0.2], [-0.2, -0.2, -0.1], [0.2, 0.4, -0.3], [0.1, -0.7, 0.1], [-0.1, 0.1, 0.0], [-0.4, -0.3, -0.3], [-0.1, 0.1, 0.4], [2.0, -0.7, -0.7], [-0.3, -0.8, 0.7], [-0.6, 0.1, 0.4], [-0.4, 0.7, 0.1], [1.2, 0.4, 0.8], [-0.1, 0.0, -0.5], [-1.3, -0.4, -0.2], [-0.3, 0.6, -0.5], [-2.3, 0.1, -1.8], [-0.1, 0.3, 0.2], [0.2, -0.2, -0.2], [1.1, 0.6, 0.3], [-2.5, 0.3, -1.4], [0.7, -0.3, 1.2], [1.4, -0.4, 0.8], [1.1, -0.2, 0.9], [2.3, 0.8, 0.2], [0.2, -1.3, 0.0], [-0.9, 1.3, 0.3], [-0.3, -0.5, 0.5], [0.1, 4.7, -0.8], [-0.3, -2.4, -1.0], [-0.8, -2.1, 1.5], [0.0, -0.9, -0.4], [-0.3, -0.1, 0.1]]
}


{
  "formula": "C11H24BrN7O12P",
  "method": "ωB97M-V with the def2-TZVPD basis set",
  "e_lumo_ev": -4.71,
  "homo_energy_ev": -12.27,
  "homo_lumo_gap_ev": 7.558,
  "total_charge": 1,
  "species": ["C", "C", "C", "C", "P", "N", "O", "O", "C", "Br", "C", "N", "H", "H", "H", "H", "H", "H", "H", "H", "H", "C", "N", "O", "O", "H", "H", "H", "C", "N", "O", "O", "H", "H", "H", "C", "N", "O", "O", "H", "H", "H", "C", "N", "O", "O", "H", "H", "H", "C", "N", "O", "O", "H", "H", "H"],
  "positions_angstrom": [[-0.250759, 4.221365, 4.325256], [-0.576974, 3.196181, 3.251043], [0.289219, 2.127532, 3.066522], [0.020225, 1.124221, 2.113082], [1.235649, -0.250534, 2.040534], [0.987999, -1.098685, 3.296619], [2.720848, 0.420510, 1.996856], [1.127166, -1.189862, 0.733941], [-1.165301, 1.261256, 1.345948], [-1.682322, -0.040521, 0.071033], [-1.973975, 2.350258, 1.542428], [-1.660794, 3.274345, 2.469530], [-1.192876, 4.672778, 4.674607], [0.473368, 4.979382, 3.996150], [0.233771, 3.667166, 5.143249], [1.177581, 2.032111, 3.693144], [0.778384, -2.067860, 3.050423], [2.613190, 1.294584, 1.576110], [1.673474, -0.886578, -0.008948], [-2.889728, 2.495450, 0.965672], [-2.284124, 4.067368, 2.593165], [-3.063083, -0.160949, -3.565428], [-3.822983, 1.120063, -3.601578], [-4.992325, 1.070311, -3.912720], [-3.213464, 2.134808, -3.313202], [-3.726756, -0.967911, -3.838871], [-2.242469, -0.077532, -4.273489], [-2.694583, -0.288155, -2.550695], [0.913142, 3.297936, -4.351910], [0.172647, 2.018152, -4.186898], [0.009992, 1.331936, -5.172133], [-0.222904, 1.747468, -3.070127], [1.198470, 3.401449, -5.392856], [0.246544, 4.101338, -4.050474], [1.789964, 3.253527, -3.711845], [5.801697, -0.852668, 1.721004], [6.673727, -0.157632, 0.736673], [7.624462, -0.764511, 0.299429], [6.360780, 0.980815, 0.441565], [6.190968, -1.850503, 1.891734], [5.814898, -0.270668, 2.638177], [4.803722, -0.893004, 1.297073], [-4.689586, -3.324389, -7.099959], [-4.609513, -2.939961, -5.664738], [-3.536102, -2.545127, -5.243653], [-5.620933, -3.045937, -5.010179], [-3.715501, -3.177522, -7.553248], [-4.983896, -4.369312, -7.141727], [-5.435686, -2.687579, -7.567055], [1.848933, -4.859032, 5.732776], [0.605353, -4.126815, 5.369499], [0.423688, -3.872546, 4.193565], [-0.141790, -3.834329, 6.274192], [2.414835, -5.051926, 4.828119], [2.411045, -4.228179, 6.415625], [1.552816, -5.788416, 6.211065]],
  "forces_ev_per_a": [[-0.6, -0.5, -0.2], [1.3, 0.1, 0.7], [-0.2, -0.8, -0.5], [0.2, 1.1, -0.4], [0.6, -2.5, 0.9], [-0.2, 0.5, -0.5], [-1.8, 0.8, -0.6], [0.3, 1.5, -0.1], [0.5, -0.7, 0.0], [0.0, 0.5, 0.4], [-0.5, -0.2, -0.4], [0.0, 0.2, 0.2], [0.6, 0.1, 0.1], [-0.4, -0.1, -0.1], [-0.3, 0.3, -0.1], [-0.3, 0.2, -0.1], [0.0, 0.1, 0.5], [0.7, -0.1, 0.0], [-0.2, -0.2, 0.0], [0.3, 0.0, 0.2], [0.0, -0.1, -0.1], [-0.1, 0.0, 0.0], [0.1, -0.1, 0.0], [0.0, 0.1, 0.0], [-0.1, 0.0, 0.0], [-0.1, 0.1, 0.0], [0.1, 0.1, 0.1], [0.1, 0.1, -0.1], [0.1, 0.1, -0.2], [0.0, 0.0, -0.1], [-0.1, -0.1, 0.1], [0.2, -0.1, 0.1], [0.0, -0.1, 0.0], [0.0, 0.0, 0.1], [-0.1, 0.0, 0.1], [0.0, -0.3, 0.1], [0.1, -0.1, 0.0], [0.0, 0.1, 0.0], [0.0, 0.0, 0.0], [0.1, 0.1, -0.1], [-0.1, 0.1, -0.1], [0.0, 0.1, 0.1], [0.2, 0.0, -0.2], [0.0, -0.1, -0.1], [-0.1, -0.2, -0.1], [0.1, 0.0, 0.1], [0.0, 0.0, 0.1], [-0.1, 0.1, 0.0], [-0.1, -0.1, 0.1], [0.2, -0.1, -0.1], [0.1, 0.0, 0.0], [-0.1, -0.1, 0.0], [0.0, 0.0, -0.1], [-0.1, 0.0, 0.0], [-0.1, 0.0, 0.1], [0.0, 0.1, 0.1]]
}